Entry 1:
Density functional theory data (the ωB97M-V functional and the def2-TZVPD basis) for C30H80N6O11 as an isolated structure in a non-equilibrium geometry.

Computed properties:
- LUMO energy (eV) = 0.445
- highest occupied orbital energy (eV) = -7.58
- E (Ha) = -2346.267674

Geometry (Å):
N -52.88341 21.34059 -12.62638
H -52.83489 21.99051 -13.44451
H -52.24276 21.90374 -11.75561
H -52.26447 20.61420 -12.84743
H -53.79176 21.15694 -12.27044
O -49.99793 21.99169 -12.79169
H -49.47920 22.66065 -12.44736
C -52.40678 18.72450 -17.35293
O -51.62738 18.87689 -16.16404
C -51.72883 20.14322 -15.51005
C -50.89168 21.21366 -16.09824
N -51.03979 22.39913 -15.25954
C -50.46024 23.58255 -15.88275
C -50.20009 24.71165 -14.86978
O -49.50328 25.64557 -15.57134
C -49.08159 26.76097 -14.78793
H -52.18424 17.87730 -17.86668
H -51.89842 19.45144 -18.18499
H -53.44154 19.04208 -17.25661
H -51.33681 20.08737 -14.65089
H -52.77242 20.53562 -15.53249
H -51.13606 21.30271 -16.93827
H -49.93315 20.86104 -15.94101
H -50.39758 22.02592 -14.43006
H -50.95061 23.94900 -16.72697
H -49.40673 23.26245 -16.19605
H -49.82198 24.30227 -13.92751
H -51.14531 25.03133 -14.57880
H -49.82969 27.47122 -14.36904
H -48.29109 27.40067 -15.08614
H -48.76014 26.28458 -13.97279
C -58.33187 23.92904 -10.97877
O -57.42746 22.80778 -11.13102
C -56.28499 23.08522 -11.75470
C -55.36568 23.97611 -10.85384
N -53.96520 24.08140 -11.36701
C -53.16302 25.11568 -10.52510
C -51.78772 25.08836 -11.04818
O -51.20277 25.98874 -10.09115
C -49.81883 26.15378 -10.30198
H -59.24687 23.67868 -10.41074
H -58.83507 24.16847 -11.76251
H -57.95945 24.64182 -10.54520
H -56.57364 23.41523 -12.83161
H -55.83882 22.18409 -11.77573
H -55.29254 23.43750 -9.87268
H -55.71844 25.02651 -10.71971
H -53.93888 24.42363 -12.20768
H -53.30354 24.89246 -9.32752
H -53.68282 26.02939 -10.59768
H -51.61771 25.46146 -11.96867
H -51.16726 24.15243 -11.15761
H -49.36451 27.01384 -9.95337
H -49.62923 26.23085 -11.28914
H -49.29298 25.28506 -10.10369
C -54.37432 23.49214 -15.30354
O -55.02498 22.20840 -14.75160
C -55.77684 21.53542 -15.74937
C -57.13134 22.20474 -16.12184
N -57.81614 21.24635 -17.02878
C -59.10575 21.94990 -17.53241
C -59.66708 21.13061 -18.64698
O -60.70600 21.88608 -19.14252
C -61.37028 21.23769 -20.27682
H -53.94254 23.74844 -14.49183
H -55.07958 24.26224 -15.31358
H -53.78413 23.32257 -16.32979
H -55.92580 20.66852 -15.30940
H -55.20842 21.18954 -16.61830
H -56.88405 23.06974 -16.59732
H -57.63544 22.42914 -15.13158
H -58.00103 20.27958 -16.54238
H -58.92711 22.95212 -17.81430
H -59.66333 21.88043 -16.70204
H -60.06380 20.06294 -18.31191
H -58.91300 20.92583 -19.41140
H -62.20338 21.85728 -20.53238
H -61.88445 20.32754 -20.07148
H -60.80734 21.22466 -21.16461
C -50.23238 23.19602 -7.58924
O -50.18102 21.84744 -7.91397
C -50.60153 21.59818 -9.24668
C -50.11272 20.19924 -9.52911
N -50.48954 19.87862 -10.92494
C -49.88536 18.60918 -11.29938
C -50.16327 18.23719 -12.74599
O -49.63203 16.99824 -12.99799
C -49.35868 16.73270 -14.42414
H -51.22133 23.81926 -7.42584
H -49.87798 23.63044 -8.44635
H -49.55820 23.39301 -6.83919
H -50.23775 22.31168 -9.88988
H -51.59359 21.74432 -9.33894
H -50.55497 19.40636 -8.93257
H -49.00200 20.11863 -9.38331
H -49.90955 20.87530 -11.62759
H -50.29390 17.75040 -10.57884
H -48.97961 18.60422 -11.36459
H -49.53590 19.08091 -13.19550
H -51.28046 18.13990 -13.05631
H -48.80815 15.74714 -14.50764
H -48.63865 17.51415 -14.64534
H -50.19047 16.60599 -15.05526
C -53.81838 18.08644 -11.19085
O -54.51072 18.67790 -12.38817
C -55.09459 17.77066 -13.41208
C -56.04313 16.69130 -12.67017
N -56.73082 15.93172 -13.72061
C -57.80981 15.03425 -13.37147
C -58.29105 14.36178 -14.60775
O -59.19819 13.29445 -13.98428
C -59.77901 12.48579 -14.87948
H -53.22496 17.41083 -11.78629
H -54.61765 17.62449 -10.43306
H -53.14210 18.75794 -10.79296
H -54.28314 17.46331 -13.98080
H -55.51992 18.67155 -13.99750
H -57.04789 17.12928 -12.23663
H -55.41214 16.32007 -11.93146
H -56.15929 15.31953 -14.19391
H -58.63177 15.51855 -13.03029
H -57.37971 14.35159 -12.76173
H -57.44903 13.81983 -15.26737
H -58.88186 14.96907 -15.35902
H -60.23777 13.13437 -15.92072
H -60.76214 12.05888 -14.55278
H -59.13168 11.82987 -15.38651

Entry 2:
Density functional theory data (the ωB97M-V functional and the def2-TZVPD basis) for a 10-piece molecular cluster, C30H80O10 overall in a non-equilibrium geometry.

Computed properties:
- SMILES = CC(C)O.CC(C)O.CC(C)O.CC(C)O.CC(C)O.CC(C)O.CC(C)O.CC(C)O.CC(C)O.CC(C)O
- LUMO energy (eV) = 0.536
- highest occupied orbital energy (eV) = -9.70
- E (Ha) = -1943.360273

Geometry (Å):
C -1.01010 2.58331 -5.73316
C 0.00977 1.61789 -5.10739
C -0.73417 0.75677 -4.06055
O 0.71666 0.83814 -6.05389
H -0.41959 3.34317 -6.25155
H -1.64174 3.05340 -4.98329
H -1.63615 2.05600 -6.45432
H 0.76807 2.15143 -4.53203
H -0.65405 1.13515 -3.03956
H -0.22962 -0.21531 -3.96426
H -1.76544 0.49431 -4.30391
H 0.04360 0.25699 -6.43773
C 2.26833 -4.91871 -0.33392
C 1.32525 -4.75464 -1.53717
C 0.00335 -5.45941 -1.27099
O 0.98420 -3.39114 -1.71679
H 3.08679 -4.20306 -0.42976
H 2.61985 -5.95256 -0.29977
H 1.77381 -4.75695 0.62796
H 1.85439 -5.18997 -2.39028
H -0.61425 -4.88300 -0.58773
H 0.17065 -6.48768 -0.95112
H -0.52639 -5.49000 -2.22821
H 1.74469 -2.87783 -2.04138
C 2.57965 0.01297 -3.25834
C 3.15153 -1.23722 -3.88932
C 4.46858 -1.04766 -4.66995
O 3.38972 -2.20144 -2.84306
H 3.24027 0.40365 -2.48381
H 1.53267 -0.01660 -2.96337
H 2.59299 0.78543 -4.04288
H 2.50235 -1.73177 -4.61188
H 5.31734 -0.94852 -3.99224
H 4.41645 -0.13679 -5.27019
H 4.61363 -1.91160 -5.31340
H 3.94080 -1.81488 -2.14141
C -0.00505 0.85902 0.23850
C 0.13339 -0.65022 0.13996
C 0.70437 -1.35909 1.36009
O -1.09439 -1.24538 -0.24163
H -0.57626 1.30209 -0.58210
H 1.00167 1.28071 0.23270
H -0.55420 1.23994 1.10762
H 0.81564 -0.79536 -0.71794
H -0.04766 -1.32569 2.15014
H 1.62833 -0.93290 1.75425
H 0.94975 -2.37081 1.02557
H -0.92804 -2.20074 -0.25603
C 2.75460 2.14487 3.83404
C 3.31121 2.29554 5.25309
C 3.70025 3.71124 5.62632
O 2.31172 1.82990 6.19035
H 2.28605 1.16371 3.72609
H 3.59215 2.26144 3.14509
H 1.94038 2.82559 3.57793
H 4.05530 1.53330 5.49191
H 4.01213 3.76772 6.67332
H 2.86351 4.40494 5.53633
H 4.57851 4.11011 5.11010
H 1.42838 2.07863 5.87179
C 4.47581 -2.03858 1.56953
C 4.15965 -1.16905 0.35604
C 4.12397 0.32257 0.67561
O 5.07433 -1.44493 -0.70082
H 4.51197 -3.08607 1.26111
H 3.65022 -1.92904 2.27358
H 5.44241 -1.84262 2.03572
H 3.16062 -1.44121 0.01097
H 5.12752 0.71556 0.83695
H 3.57250 0.51541 1.59646
H 3.58266 0.77270 -0.15673
H 6.00231 -1.46601 -0.46081
C -4.67222 -2.51069 2.42006
C -4.09787 -3.82584 2.00187
C -2.98238 -3.69210 0.94925
O -3.66261 -4.49766 3.19383
H -4.94479 -1.80093 1.63871
H -3.91808 -1.93625 2.97509
H -5.55583 -2.66567 3.03904
H -4.94735 -4.40776 1.61246
H -2.23229 -3.01845 1.35935
H -3.41370 -3.19779 0.07684
H -2.65764 -4.70818 0.73652
H -3.50542 -5.40742 2.91455
C -4.91351 0.76836 -2.42823
C -3.71720 0.22427 -1.64419
C -3.82573 0.30488 -0.10512
O -3.49078 -1.12611 -2.04780
H -4.49539 0.97854 -3.41422
H -5.33682 1.66200 -1.97040
H -5.73226 0.06039 -2.54489
H -2.77880 0.74694 -1.87601
H -3.02424 -0.32527 0.28769
H -4.75050 -0.17071 0.22290
H -3.73032 1.35357 0.16971
H -2.66132 -1.39270 -1.62358
C -3.00253 4.42629 -2.26215
C -2.86697 4.27022 -0.74846
C -1.60033 3.53972 -0.31648
O -2.83713 5.57160 -0.15176
H -3.14266 3.43281 -2.69961
H -2.18870 4.99189 -2.70514
H -3.95562 4.92989 -2.45611
H -3.70993 3.69890 -0.34506
H -1.52608 3.69157 0.76343
H -0.65553 3.87883 -0.73999
H -1.72323 2.47445 -0.51559
H -3.61280 6.04714 -0.46572
C -1.71026 2.93691 3.41566
C -1.42420 2.07386 4.64229
C -0.96882 0.67752 4.25806
O -0.41583 2.62244 5.50454
H -0.88136 2.86353 2.70868
H -1.92257 3.96430 3.71136
H -2.57923 2.58135 2.85755
H -2.32629 2.05473 5.25801
H -1.73717 0.20608 3.62870
H -0.96454 -0.01244 5.10328
H -0.06626 0.57409 3.65861
H -0.76449 3.38971 5.96805